The following is a quantum chemistry calculation of a 11-piece molecular cluster, C68H161N11O13 overall, from the Open Molecules 2025 dataset.

Each line ends with the Mulliken charge.
Atoms and positions in Å:
C 15.1987 15.6493 17.2223  0.638
O 15.4699 16.9889 16.7945  0.353
C 14.2965 17.5298 16.1663  0.394
C 14.3979 19.0406 16.0576  1.048
N 13.2063 19.5796 15.4617  0.812
C 12.9893 21.0317 15.5363  -0.072
C 14.1246 21.8748 14.9814  -0.492
O 15.1415 21.9655 15.9333  0.643
C 16.2198 22.8299 15.5972  -0.824
H 14.8908 14.9484 16.4484  0.073
H 14.3451 15.6503 17.9202  0.206
H 16.0599 15.2693 17.7918  -1.111
H 13.4531 17.3199 16.8066  -0.109
H 14.0703 17.1070 15.1923  -0.529
H 15.2424 19.3465 15.4271  -0.128
H 14.6736 19.4960 17.0003  -0.951
H 13.0339 19.2943 14.4955  -0.620
H 12.7117 21.2557 16.5502  -0.695
H 12.0814 21.1771 14.9158  0.358
H 13.7721 22.9131 14.7196  0.405
H 14.5155 21.4087 14.0812  -0.207
H 16.9056 22.6513 16.4013  0.127
H 15.8956 23.8324 15.4499  0.052
H 16.6436 22.4685 14.6543  0.238
C 15.8258 13.5563 13.5644  0.089
O 16.7843 12.7322 14.1153  -0.538
C 16.6215 12.6032 15.5306  -0.137
C 17.6958 13.4328 16.2116  -0.276
N 17.5986 13.1679 17.6288  0.101
C 18.8346 13.4418 18.3921  -1.429
C 18.9557 14.9074 18.6961  0.512
O 19.9375 14.9400 19.7466  -0.457
C 20.4166 16.1998 20.0100  -0.536
H 15.8676 14.5347 14.0521  -0.137
H 14.7881 13.1653 13.6580  0.000
H 16.0191 13.5826 12.4739  0.359
H 16.7975 11.5307 15.8097  0.437
H 15.6005 12.7167 15.7910  -0.221
H 17.6858 14.5256 16.0269  -0.357
H 18.6268 13.0328 15.8511  0.680
H 17.3002 12.2080 17.7337  0.208
H 19.6647 13.0220 17.7629  0.316
H 18.7728 12.8769 19.3061  0.624
H 18.0391 15.3884 18.9304  -0.414
H 19.4121 15.4471 17.8412  0.493
H 19.5671 16.8347 20.2170  0.095
H 21.0299 16.5986 19.1978  0.260
H 21.1153 16.0578 20.8685  0.312
C 11.8094 22.5473 10.8572  -1.582
C 13.1429 21.9981 10.1728  0.912
C 13.6569 22.8953 9.1152  -1.164
O 14.0691 24.0587 9.7576  -0.218
C 14.6059 25.0486 8.9532  -0.930
N 14.0589 21.7361 11.2368  -0.323
H 10.9718 22.3576 10.2305  0.403
H 11.9032 23.6632 10.9810  0.348
H 11.7305 21.9276 11.7551  0.224
H 13.0486 21.0136 9.6999  0.150
H 12.8909 23.0893 8.3477  0.459
H 14.4403 22.3427 8.6134  0.422
H 14.6844 25.8920 9.5595  0.252
H 13.9162 25.2715 8.1564  0.361
H 15.4990 24.7263 8.4432  0.331
H 14.0248 22.4297 12.0065  0.095
H 15.0305 21.5953 10.9605  0.215
C 12.6059 12.6806 21.4137  -2.122
C 13.3798 12.7102 20.0387  2.777
C 14.6562 13.5843 20.1611  0.942
O 15.5170 13.1434 21.1212  -0.539
C 16.6495 13.8984 21.3180  -0.314
N 13.6694 11.4416 19.5036  -0.426
H 11.8884 11.8343 21.4148  0.501
H 12.0268 13.5896 21.5591  0.302
H 13.2951 12.5316 22.2108  0.457
H 12.7616 13.1825 19.2828  -1.575
H 14.3098 14.6226 20.3721  -0.329
H 15.2612 13.6355 19.2412  -0.577
H 17.2443 13.4993 22.1162  0.412
H 16.4014 14.9696 21.5437  -0.038
H 17.2789 14.0403 20.4231  0.057
H 14.1123 10.7963 20.1392  0.248
H 12.8562 10.9943 19.0199  0.180
C 12.9064 24.3490 20.3900  -1.434
C 13.4261 22.9893 19.8345  1.250
C 14.8156 23.1049 19.2021  0.485
O 15.6329 23.8051 20.0361  -0.517
C 16.9634 23.3560 20.0447  -0.488
N 13.5374 22.0419 20.9386  -0.336
H 13.0235 25.2259 19.7470  0.032
H 13.4879 24.6377 21.2570  0.392
H 11.8563 24.4044 20.7858  0.394
H 12.7826 22.6080 18.9916  -0.699
H 14.6208 23.6915 18.3194  -0.127
H 15.0774 22.0494 18.9480  -0.046
H 17.4478 24.1016 20.6087  0.344
H 17.3740 23.3946 19.0014  0.192
H 16.9969 22.3367 20.5405  0.100
H 12.7550 21.9601 21.5621  0.249
H 14.2916 22.3280 21.5578  0.330
C 20.0162 19.5249 17.1740  -1.849
C 18.6392 19.2400 16.6574  2.661
C 18.6495 19.8272 15.1903  -1.720
O 17.4072 19.6740 14.4548  0.068
C 17.2405 18.5644 13.5887  -0.058
N 18.4565 17.7802 16.7393  0.516
H 20.7168 18.9331 16.6503  0.466
H 20.1969 19.3168 18.2143  0.316
H 20.3011 20.5722 16.9574  0.423
H 17.7889 19.6681 17.1837  -1.124
H 19.4814 19.3580 14.6260  0.356
H 18.7882 20.9132 15.2908  0.397
H 17.7132 18.7491 12.6280  0.514
H 16.1750 18.5051 13.3923  -0.636
H 17.6248 17.6669 14.0692  0.249
H 17.4563 17.5888 16.5688  -0.869
H 18.8706 17.3247 15.9325  0.447
C 16.5748 19.2425 19.5023  -0.164
C 16.0297 18.9938 20.9024  0.586
C 15.0275 17.8608 20.8899  1.193
O 14.4172 17.7897 22.1926  -0.551
C 13.5754 16.6542 22.2773  -0.432
N 17.1541 18.5491 21.6600  -0.418
H 17.4184 19.8967 19.5494  0.849
H 15.7964 19.5807 18.7917  -0.812
H 17.0725 18.3310 19.1310  -0.465
H 15.6156 19.9298 21.2265  0.444
H 15.6281 16.9239 20.7108  -0.395
H 14.2222 18.0716 20.1345  -0.976
H 12.9225 16.5783 21.3817  -0.054
H 12.9763 16.8090 23.1625  0.422
H 14.1252 15.7210 22.3809  0.282
H 16.9871 17.7724 22.2413  0.249
H 17.6573 19.3305 22.0571  0.193
C 11.4677 28.0491 17.5968  -1.996
C 12.8419 28.6717 17.5068  1.903
C 13.8591 27.8387 18.3077  -1.446
C 14.3089 26.6754 17.5303  0.159
C 14.9214 27.1392 16.2077  -1.425
C 13.8846 27.8747 15.3449  1.668
N 13.3594 28.9277 16.1362  0.083
O 12.3462 29.6366 15.4039  -0.511
C 14.5767 28.5000 14.1344  -1.826
C 12.8080 26.8984 14.6993  -1.571
C 12.8085 30.0271 18.2185  -1.947
H 11.2923 27.8461 18.6686  0.453
H 11.2485 27.1609 17.0279  0.321
H 10.6675 28.7337 17.3366  0.564
H 14.6915 28.5036 18.5498  0.411
H 13.4670 27.5943 19.2957  0.452
H 13.4770 26.0815 17.1830  0.132
H 15.0799 26.0674 18.0079  0.256
H 15.3942 26.3280 15.6389  0.139
H 15.6976 27.8670 16.4464  0.415
H 15.0251 27.6336 13.6033  0.352
H 13.8680 29.1004 13.5229  0.346
H 15.4048 29.1206 14.5102  0.431
H 12.3822 26.1757 15.3913  0.273
H 11.9128 27.4367 14.3150  0.247
H 13.3015 26.2673 13.9696  0.512
H 12.0664 30.6633 17.7404  0.364
H 13.7968 30.3873 17.9904  0.523
H 12.6182 29.8753 19.2812  0.350
H 11.5532 29.0840 15.3848  0.360
C 8.3019 18.1859 17.3780  -1.392
C 9.1683 19.4851 17.1958  1.189
C 8.4860 20.6990 17.9369  -1.062
C 8.6745 20.6180 19.3642  -1.208
C 10.1048 20.5208 19.7573  -0.451
C 10.8956 19.3459 19.0036  1.292
N 10.4978 19.4233 17.6301  0.502
O 11.2239 18.4141 16.9133  1.581
C 12.4327 19.6463 19.0911  0.731
C 10.6045 17.9943 19.7708  -1.349
C 9.2080 19.7533 15.6644  -1.784
H 8.1282 17.9851 18.4330  0.334
H 8.7699 17.2629 16.9710  -0.049
H 7.3350 18.2652 16.9089  0.547
H 8.9132 21.6391 17.6097  0.262
H 7.4350 20.6594 17.5492  0.453
H 8.1972 19.7064 19.7333  0.432
H 8.1523 21.3562 19.9429  0.447
H 10.2003 20.4242 20.8378  0.408
H 10.7087 21.4426 19.4514  -0.067
H 12.7808 19.8978 20.1157  0.847
H 13.0766 18.8939 18.6841  -0.861
H 12.6404 20.5028 18.3756  -1.998
H 10.9106 17.1482 19.1242  0.009
H 11.1805 18.0511 20.7133  0.284
H 9.5395 17.9041 19.9862  0.482
H 8.1912 20.0364 15.3415  0.580
H 9.5733 18.8593 15.1449  0.216
H 9.8672 20.6091 15.5116  0.164
H 11.8213 18.9227 16.3305  -0.519
C 11.0435 11.8421 14.9301  -1.486
C 11.8122 12.2249 16.1961  0.705
C 12.2657 13.7002 16.3015  0.436
C 11.1438 14.6584 16.5578  -0.035
C 10.2925 14.2205 17.7641  -1.308
C 9.8268 12.7393 17.7758  1.749
N 11.0951 11.9803 17.4450  1.191
O 10.8875 10.5977 17.5921  -0.647
C 9.4463 12.2901 19.1456  -1.639
C 8.6555 12.3892 16.8647  -1.731
C 13.0635 11.3221 16.1905  -1.261
H 10.3306 12.5523 14.5211  0.264
H 10.4749 10.9312 15.1580  0.215
H 11.7088 11.5495 14.1286  0.492
H 12.9813 13.7085 17.1563  -1.210
H 12.8196 13.9771 15.3874  0.605
H 10.5210 14.7016 15.6559  0.310
H 11.5208 15.6979 16.6260  -0.490
H 9.4000 14.8580 17.9227  0.551
H 10.9179 14.2450 18.6527  0.077
H 9.0036 11.2992 19.0572  0.491
H 10.3192 12.3346 19.8231  0.008
H 8.6523 12.9509 19.4523  0.471
H 8.6084 11.3012 16.6683  0.349
H 7.7343 12.5895 17.3561  0.458
H 8.6024 12.7452 15.8187  0.275
H 13.6726 11.5097 15.3004  0.374
H 12.9068 10.2312 16.2237  0.280
H 13.7506 11.5636 16.9969  0.092
H 10.5088 10.1443 16.8169  0.389
C 11.1392 19.1022 11.7472  -1.763
C 12.0681 17.9359 11.5130  1.993
C 11.6633 17.2861 10.1843  -1.123
C 12.6468 16.2140 9.7348  -0.458
C 13.9662 16.9688 9.5261  -1.335
C 14.3796 17.7382 10.7930  1.461
N 13.3530 18.5709 11.2458  0.506
O 13.8504 19.2241 12.4516  1.466
C 14.9916 16.7072 11.7622  -0.767
C 15.5019 18.6419 10.3176  -1.801
C 11.9797 16.8756 12.7186  -1.800
H 11.3716 19.6327 12.6958  -0.229
H 10.1512 18.6123 11.7957  0.687
H 11.0909 19.8021 10.9298  0.146
H 10.6543 16.8204 10.2982  0.387
H 11.5492 18.0139 9.3550  0.307
H 12.1929 15.6690 8.8623  0.404
H 12.9155 15.4732 10.5204  0.175
H 13.9729 17.5917 8.6219  0.330
H 14.7548 16.2211 9.5212  0.468
H 14.4474 15.7809 11.6899  0.467
H 15.9910 16.3434 11.4860  0.638
H 15.0408 17.0596 12.8016  -1.036
H 15.9770 19.1197 11.1768  -0.075
H 16.3056 18.0373 9.8225  0.481
H 15.1039 19.4006 9.6318  0.318
H 12.8162 16.8599 13.3722  -0.277
H 11.9180 15.8819 12.3015  0.568
H 11.0757 17.1179 13.2513  0.502
H 13.7460 20.1694 12.1313  -0.361

Its structure (SMILES) is CC1(C)CCCC(C)(C)N1O.CC1(C)CCCC(C)(C)N1O.CC1(C)CCCC(C)(C)N1O.CC1(C)CCCC(C)(C)N1O.COC[C@H](C)N.COC[C@H](C)N.COC[C@H](C)N.COC[C@H](C)N.COC[C@H](C)N.COCCNCCOC.COCCNCCOC. The HOMO energy comes out at -7.888 eV. For the gap between HOMO and LUMO, the calculation gives 8.23 eV.